{"formula": "C19H42NO2P3SeSm", "method": "ωB97M-V/def2-TZVPD", "homo_ev": [-16.31, -16.32], "e_lumo_ev": [-9.516, -8.671], "spin_multiplicity": 6, "largest_force_ev_per_a": 2.9, "de_lowest_kcal_mol": 6.83, "total_charge": 3, "homo_lumo_gap_ev": [6.7973, 7.6534], "species": ["Sm", "P", "P", "P", "H", "C", "C", "H", "C", "C", "C", "C", "C", "C", "C", "C", "C", "H", "H", "H", "H", "H", "H", "H", "H", "H", "H", "H", "H", "H", "H", "H", "H", "H", "H", "H", "H", "H", "H", "H", "H", "H", "H", "H", "H", "H", "C", "C", "C", "C", "C", "C", "Se", "H", "H", "H", "H", "H", "H", "N", "C", "C", "O", "O", "H", "H", "H", "H", "H"], "xyz": [[0.619, 0.265, 0.354], [2.711, -1.149, -0.905], [0.322, 2.000, -1.923], [-0.119, -1.709, 2.317], [-3.307, 1.700, -0.077], [-3.186, 1.416, 0.976], [-2.589, 2.261, 1.850], [-2.193, 3.221, 1.501], [2.309, -2.513, -2.023], [3.984, -0.202, -1.783], [3.674, -1.957, 0.423], [-0.988, 3.280, -1.818], [1.811, 3.032, -2.183], [0.063, 1.163, -3.527], [-1.505, -1.284, 3.446], [1.257, -1.913, 3.515], [-0.451, -3.450, 1.833], [-3.674, 0.491, 1.308], [-2.455, 1.993, 2.904], [3.226, -2.904, -2.481], [1.624, -2.162, -2.805], [1.798, -3.306, -1.463], [4.801, -0.877, -2.066], [4.369, 0.592, -1.129], [3.561, 0.276, -2.675], [4.627, -2.311, 0.014], [3.116, -2.802, 0.845], [3.864, -1.239, 1.232], [-1.352, 3.546, -2.819], [-0.574, 4.177, -1.334], [-1.820, 2.894, -1.212], [1.738, 3.564, -3.142], [2.713, 2.403, -2.181], [1.879, 3.768, -1.369], [-0.173, 1.913, -4.297], [-0.767, 0.444, -3.420], [0.976, 0.613, -3.805], [-1.920, -2.188, 3.917], [-2.288, -0.768, 2.869], [-1.129, -0.604, 4.225], [1.027, -2.703, 4.242], [1.406, -0.962, 4.044], [2.186, -2.170, 2.987], [-0.807, -4.015, 2.709], [0.474, -3.907, 1.447], [-1.210, -3.459, 1.035], [-3.408, -1.524, -1.381], [-4.535, -0.758, -1.120], [-5.788, -1.150, -1.622], [-5.919, -2.346, -2.339], [-4.778, -3.155, -2.532], [-3.535, -2.764, -2.012], [-1.419, -1.003, -0.986], [-1.696, 0.169, 0.083], [-4.494, 0.149, -0.536], [-6.671, -0.537, -1.464], [-6.886, -2.674, -2.744], [-4.853, -4.088, -3.092], [-2.663, -3.416, -2.115], [3.284, 3.853, 2.024], [3.108, 2.641, 2.856], [2.205, 1.790, 2.028], [2.326, 0.525, 2.004], [1.438, 2.383, 1.182], [4.082, 3.710, 1.403], [3.505, 4.706, 2.526], [2.432, 3.971, 1.449], [4.071, 2.182, 3.074], [2.566, 2.877, 3.763]]}



{"formula": "C19H42NO2P3SeV", "method": "ωB97M-V/def2-TZVPD", "homo_ev": [-16.56, -16.60], "e_lumo_ev": [-12.266, -12.267], "spin_multiplicity": 3, "largest_force_ev_per_a": 4.4, "de_lowest_kcal_mol": 0.37, "total_charge": 3, "homo_lumo_gap_ev": [4.2968, 4.3351], "species": ["V", "P", "P", "P", "H", "C", "C", "H", "C", "C", "C", "C", "C", "C", "C", "C", "C", "H", "H", "H", "H", "H", "H", "H", "H", "H", "H", "H", "H", "H", "H", "H", "H", "H", "H", "H", "H", "H", "H", "H", "H", "H", "H", "H", "H", "H", "C", "C", "C", "C", "C", "C", "Se", "H", "H", "H", "H", "H", "H", "N", "C", "C", "O", "O", "H", "H", "H", "H", "H"], "xyz": [[0.100, 0.908, -0.230], [1.944, -0.611, 0.454], [1.468, 2.772, -0.104], [0.591, 0.119, -2.403], [0.041, -4.018, 2.248], [-0.776, -3.663, 1.598], [-0.911, -4.371, 0.320], [-0.028, -4.763, -0.179], [1.999, -0.788, 2.268], [3.685, -0.135, 0.086], [1.979, -2.365, -0.081], [0.513, 4.330, -0.065], [2.427, 2.971, 1.438], [2.681, 3.079, -1.438], [-0.384, -1.417, -2.641], [2.217, -0.315, -3.121], [-0.072, 1.218, -3.710], [-1.718, -3.598, 2.164], [-1.904, -4.590, -0.061], [1.003, -1.051, 2.645], [2.294, 0.165, 2.726], [2.724, -1.569, 2.536], [3.898, 0.897, 0.382], [3.899, -0.249, -0.983], [4.345, -0.807, 0.653], [1.007, -2.861, 0.013], [2.694, -2.889, 0.569], [2.321, -2.455, -1.118], [1.217, 5.173, -0.076], [-0.083, 4.359, 0.855], [-0.164, 4.395, -0.925], [2.841, 3.988, 1.449], [3.237, 2.241, 1.519], [1.737, 2.836, 2.282], [3.055, 4.105, -1.325], [2.205, 2.973, -2.422], [3.519, 2.375, -1.371], [0.011, -1.949, -3.516], [-1.438, -1.160, -2.806], [-0.333, -2.076, -1.765], [2.093, -0.369, -4.212], [2.574, -1.285, -2.758], [2.962, 0.457, -2.893], [0.144, 0.758, -4.684], [0.398, 2.208, -3.665], [-1.156, 1.344, -3.590], [-2.929, 0.292, -1.107], [-2.955, -0.790, -0.221], [-3.612, -1.964, -0.597], [-4.312, -2.019, -1.812], [-4.360, -0.898, -2.649], [-3.697, 0.277, -2.284], [-1.733, 1.841, -0.808], [-0.509, -2.530, 1.290], [-2.437, -0.719, 0.742], [-3.577, -2.831, 0.067], [-4.833, -2.938, -2.094], [-4.923, -0.933, -3.580], [-3.749, 1.176, -2.900], [-2.342, 0.262, 4.947], [-1.582, 1.400, 4.365], [-1.062, 0.849, 3.032], [-0.352, 1.620, 2.336], [-1.387, -0.353, 2.774], [-2.280, -0.487, 4.202], [-3.303, 0.532, 5.161], [-1.915, -0.042, 5.823], [-2.242, 2.256, 4.224], [-0.763, 1.681, 5.028]]}



{"formula": "C19H42OsP2Si", "method": "ωB97M-V/def2-TZVPD", "homo_ev": [-13.15, -14.63], "e_lumo_ev": [-6.947, -10.334], "spin_multiplicity": 5, "largest_force_ev_per_a": 9.5, "de_lowest_kcal_mol": 5.34, "total_charge": 2, "homo_lumo_gap_ev": [6.1986, 4.2910], "species": ["P", "P", "C", "C", "H", "H", "H", "H", "C", "H", "H", "H", "C", "H", "H", "H", "C", "H", "H", "H", "C", "H", "H", "H", "Os", "C", "C", "C", "C", "C", "C", "C", "C", "C", "H", "H", "H", "H", "H", "H", "H", "H", "H", "H", "H", "H", "H", "H", "H", "C", "Si", "C", "C", "C", "H", "H", "H", "H", "H", "H", "H", "H", "H", "H", "H"], "xyz": [[-1.163, -1.752, -1.082], [-1.182, 1.371, -1.047], [-1.894, -0.608, -2.583], [-0.846, 0.466, -2.672], [-2.887, -0.225, -2.268], [-1.993, -1.274, -3.438], [0.196, 0.098, -2.758], [-1.047, 1.134, -3.519], [-2.525, 2.401, -1.791], [-2.677, 3.231, -1.088], [-3.447, 1.827, -1.895], [-2.212, 2.791, -2.760], [0.134, 2.649, -2.003], [-0.254, 2.842, -3.023], [1.164, 2.297, -2.137], [0.161, 3.632, -1.515], [-2.514, -2.932, -0.949], [-2.184, -3.756, -0.314], [-2.626, -3.286, -1.969], [-3.434, -2.492, -0.567], [-0.271, -2.706, -2.401], [0.532, -2.174, -2.929], [-1.041, -2.935, -3.147], [0.105, -3.665, -2.027], [-1.831, -0.261, 0.262], [4.125, 1.580, -0.759], [2.800, 1.540, -0.477], [2.028, 0.281, -0.031], [2.452, -1.200, 0.031], [2.657, -1.835, -1.337], [3.224, -1.177, -2.328], [4.500, -0.403, -2.212], [4.865, 0.334, -0.925], [-2.323, -1.933, 1.618], [4.580, 2.536, -0.903], [2.112, 2.427, -0.434], [1.197, 0.300, -0.744], [1.542, 0.483, 0.968], [3.223, -1.450, 0.734], [1.562, -1.705, 0.393], [2.097, -2.762, -1.490], [2.888, -1.274, -3.370], [4.518, 0.322, -3.043], [5.369, -1.016, -2.368], [4.748, -0.321, -0.067], [5.924, 0.577, -0.998], [-1.628, -1.931, 2.492], [-2.454, -3.005, 1.396], [-3.306, -1.608, 2.008], [-3.215, 0.840, 3.242], [-1.395, 0.746, 3.692], [-1.030, 2.507, 4.298], [-0.716, -0.148, 5.239], [-0.749, 0.141, 1.988], [-3.775, 0.027, 3.698], [-3.308, 0.748, 2.154], [-3.615, 1.781, 3.608], [-1.776, 2.676, 5.094], [-0.038, 2.674, 4.740], [-1.186, 3.252, 3.507], [-0.636, -1.240, 5.174], [0.278, 0.213, 5.559], [-1.392, 0.075, 6.081], [-0.355, 0.961, 1.379], [-0.049, -0.688, 2.013]]}



{"formula": "C19H42P2SiSn", "method": "ωB97M-V/def2-TZVPD", "homo_ev": -7.42, "e_lumo_ev": -0.241, "largest_force_ev_per_a": 1.1, "de_lowest_kcal_mol": 0.00, "homo_lumo_gap_ev": 7.1806, "species": ["P", "P", "C", "C", "H", "H", "H", "H", "C", "H", "H", "H", "C", "H", "H", "H", "C", "H", "H", "H", "C", "H", "H", "H", "Sn", "C", "C", "C", "C", "C", "C", "C", "C", "C", "H", "H", "H", "H", "H", "H", "H", "H", "H", "H", "H", "H", "H", "H", "H", "C", "Si", "C", "C", "C", "H", "H", "H", "H", "H", "H", "H", "H", "H", "H", "H"], "xyz": [[-0.222, -1.439, -6.089], [0.148, 1.804, -6.041], [-0.416, -0.466, -7.665], [0.309, 0.896, -7.651], [-1.501, -0.341, -7.817], [-0.015, -1.109, -8.465], [1.390, 0.776, -7.835], [-0.104, 1.561, -8.424], [-1.529, 2.517, -6.219], [-1.699, 3.216, -5.388], [-2.279, 1.715, -6.183], [-1.598, 3.055, -7.175], [1.171, 3.298, -6.216], [0.828, 3.915, -7.058], [2.219, 3.009, -6.367], [1.087, 3.873, -5.285], [-1.136, -2.983, -6.403], [-0.985, -3.649, -5.544], [-0.756, -3.467, -7.313], [-2.204, -2.761, -6.510], [1.480, -2.065, -6.383], [2.204, -1.240, -6.344], [1.509, -2.537, -7.374], [1.715, -2.811, -5.612], [-1.363, -0.471, 1.388], [0.830, 1.763, -2.517], [-0.484, 1.646, -2.769], [-1.244, 0.613, -3.543], [-1.624, -0.725, -2.871], [-0.481, -1.680, -2.788], [0.824, -1.454, -3.008], [1.506, -0.342, -3.735], [1.947, 0.846, -2.862], [0.060, -2.144, 1.412], [1.151, 2.609, -1.899], [-1.140, 2.406, -2.315], [-0.731, 0.343, -4.483], [-2.175, 1.085, -3.893], [-2.067, -0.522, -1.879], [-2.413, -1.209, -3.480], [-0.757, -2.685, -2.436], [1.521, -2.245, -2.699], [0.917, 0.080, -4.568], [2.402, -0.744, -4.231], [2.435, 0.441, -1.960], [2.724, 1.422, -3.395], [0.910, -1.847, 2.034], [0.376, -2.333, 0.381], [-0.445, -3.011, 1.856], [-2.344, 2.220, 3.537], [-0.509, 1.810, 3.504], [0.464, 3.320, 4.031], [-0.196, 0.409, 4.714], [-0.022, 1.269, 1.759], [-2.735, 2.104, 4.559], [-2.948, 1.600, 2.861], [-2.495, 3.271, 3.253], [0.131, 3.653, 5.025], [1.538, 3.098, 4.091], [0.330, 4.157, 3.332], [-0.547, -0.574, 4.375], [0.875, 0.326, 4.945], [-0.710, 0.634, 5.660], [-0.189, 2.052, 1.001], [1.013, 0.895, 1.644]]}



{"formula": "C19H43BiP3S2", "method": "ωB97M-V/def2-TZVPD", "homo_ev": -14.39, "e_lumo_ev": -10.398, "largest_force_ev_per_a": 2.2, "de_lowest_kcal_mol": 0.00, "total_charge": 3, "homo_lumo_gap_ev": 3.9955, "species": ["Bi", "P", "P", "P", "H", "C", "C", "H", "C", "C", "C", "C", "C", "C", "C", "C", "C", "H", "H", "H", "H", "H", "H", "H", "H", "H", "H", "H", "H", "H", "H", "H", "H", "H", "H", "H", "H", "H", "H", "H", "H", "H", "H", "H", "H", "H", "C", "C", "C", "C", "C", "C", "S", "H", "H", "H", "H", "H", "H", "C", "S", "C", "H", "H", "H", "H", "H", "H"], "xyz": [[-0.164, 0.206, -0.248], [2.036, 1.143, 1.018], [-2.201, 1.890, 0.169], [0.596, 0.975, -2.662], [-0.987, -3.098, -0.740], [-0.117, -2.858, -1.376], [1.117, -2.805, -0.842], [1.280, -3.034, 0.219], [2.435, 0.668, 2.736], [1.984, 2.970, 1.115], [3.626, 0.825, 0.168], [-3.698, 1.234, -0.650], [-2.685, 2.241, 1.892], [-1.868, 3.505, -0.617], [1.812, -0.124, -3.460], [1.317, 2.644, -2.674], [-0.934, 1.069, -3.643], [-0.331, -2.665, -2.443], [2.020, -2.577, -1.419], [2.382, -0.424, 2.842], [1.713, 1.103, 3.438], [3.452, 1.026, 2.966], [1.139, 3.284, 1.743], [1.860, 3.415, 0.118], [2.929, 3.309, 1.566], [3.820, -0.257, 0.162], [4.416, 1.346, 0.733], [3.597, 1.183, -0.873], [-4.529, 1.950, -0.569], [-3.986, 0.285, -0.175], [-3.498, 1.017, -1.709], [-3.518, 2.959, 1.928], [-1.837, 2.662, 2.448], [-2.965, 1.315, 2.415], [-2.698, 4.198, -0.418], [-1.737, 3.409, -1.703], [-0.940, 3.941, -0.222], [2.016, 0.164, -4.499], [1.452, -1.162, -3.476], [2.761, -0.110, -2.909], [1.469, 2.992, -3.703], [2.287, 2.651, -2.165], [0.660, 3.363, -2.171], [-0.746, 1.383, -4.676], [-1.658, 1.769, -3.210], [-1.416, 0.085, -3.680], [-0.590, -2.797, -6.710], [-1.714, -2.907, -7.555], [-1.977, -4.120, -8.201], [-1.093, -5.195, -8.075], [0.085, -5.042, -7.350], [0.357, -3.839, -6.710], [-0.261, -1.427, -5.668], [-1.445, -0.832, -5.304], [-2.355, -2.031, -7.681], [-2.886, -4.220, -8.805], [-1.335, -6.145, -8.546], [0.792, -5.857, -7.276], [1.294, -3.690, -6.188], [-0.952, -2.831, 3.428], [-1.288, -1.283, 2.579], [-0.836, -0.167, 3.904], [-0.869, -3.627, 2.690], [-1.771, -3.053, 4.117], [-0.020, -2.776, 3.985], [-1.723, -0.005, 4.524], [-0.014, -0.583, 4.494], [-0.550, 0.800, 3.486]]}



{"formula": "C19H43Br3N2O7S", "method": "ωB97M-V/def2-TZVPD", "homo_ev": -8.63, "e_lumo_ev": -0.059, "largest_force_ev_per_a": 2.8, "homo_lumo_gap_ev": 8.5668, "species": ["C", "C", "O", "C", "C", "O", "C", "C", "O", "C", "N", "C", "C", "C", "C", "C", "C", "N", "C", "O", "C", "H", "H", "H", "H", "H", "H", "H", "H", "H", "H", "H", "H", "H", "H", "H", "H", "H", "H", "H", "H", "H", "H", "H", "H", "H", "H", "H", "H", "H", "H", "H", "H", "H", "H", "O", "S", "O", "O", "C", "C", "C", "H", "H", "H", "H", "H", "H", "H", "H", "C", "Br", "Br", "Br", "H"], "xyz": [[3.651, 2.071, -0.743], [4.039, 2.034, -2.369], [3.068, 2.748, -3.212], [2.861, 2.073, -4.513], [1.279, 1.660, -4.592], [0.978, 0.462, -5.388], [-0.228, 0.619, -6.214], [-1.585, 1.043, -5.372], [-2.149, -0.036, -4.545], [-1.486, -0.153, -3.239], [-1.572, 1.067, -2.354], [-2.992, 1.500, -2.069], [-3.904, 0.413, -1.248], [-3.660, 0.376, 0.372], [-2.204, -0.253, 0.831], [-1.942, -1.792, 0.306], [-0.374, -2.037, -0.222], [0.253, -3.232, 0.517], [-2.862, 2.921, -1.196], [-2.301, 4.029, -1.986], [-2.616, 5.328, -1.348], [4.581, 1.680, -0.110], [2.769, 1.306, -0.573], [3.361, 3.164, -0.380], [4.205, 0.909, -2.644], [5.083, 2.574, -2.444], [3.585, 1.177, -4.717], [3.027, 2.916, -5.341], [0.684, 2.623, -4.916], [0.934, 1.427, -3.475], [-0.373, -0.420, -6.785], [-0.009, 1.405, -7.075], [-1.467, 2.079, -4.789], [-2.409, 1.274, -6.206], [-1.982, -1.096, -2.700], [-0.331, -0.432, -3.316], [-0.982, 0.999, -1.496], [-3.603, 1.808, -3.048], [-3.839, -0.689, -1.635], [-5.039, 0.746, -1.411], [-4.480, -0.371, 0.813], [-3.859, 1.406, 0.922], [-1.289, 0.462, 0.595], [-2.244, -0.312, 2.023], [-2.047, -2.511, 1.253], [-2.736, -2.172, -0.481], [0.297, -1.097, -0.028], [-0.452, -2.366, -1.343], [0.992, -2.912, 1.186], [0.708, -3.865, -0.186], [-3.877, 3.189, -0.646], [-2.062, 2.668, -0.347], [-2.657, 5.199, -0.177], [-1.768, 6.107, -1.651], [-3.685, 5.653, -1.767], [2.182, -0.169, 3.482], [2.710, -1.450, 3.896], [2.005, -2.690, 3.644], [3.094, -1.379, 5.478], [2.101, -0.959, 6.403], [1.110, -2.070, 6.695], [4.364, -1.610, 3.273], [1.593, -0.058, 6.045], [2.620, -0.690, 7.329], [0.504, -2.298, 5.813], [0.434, -1.782, 7.505], [1.631, -2.991, 6.976], [4.920, -0.700, 3.510], [4.306, -1.742, 2.191], [4.832, -2.483, 3.731], [-0.844, -6.073, 7.040], [0.386, -5.148, 5.850], [-0.215, -7.859, 7.486], [-1.238, -5.026, 8.632], [-1.786, -6.192, 6.495]]}